No. 1
63
Properties=species:S:1:pos:R:3 method="wB97M-V/def2-TZVPD" total_charge=+1 e_homo_ev=-5.74 gap_ev=1.0522 spin_multiplicity=1
C 0.325 -0.897 0.380
C -1.135 -1.244 1.096
O -2.253 -0.658 0.326
C -2.956 0.363 1.102
C -2.125 1.794 1.185
O -2.797 2.695 0.252
C -2.112 3.974 0.105
C -0.613 3.913 -0.485
C -0.294 3.226 -1.896
F 0.758 2.244 -1.693
F 0.247 4.141 -2.873
C -1.495 2.451 -2.611
F -2.684 3.291 -2.843
F -1.016 2.114 -3.935
F -1.766 1.165 -1.996
C 0.548 3.792 0.666
O 1.357 5.010 0.758
C 0.953 5.812 -0.348
O 1.681 6.734 -0.844
O -0.359 5.346 -0.788
H 0.225 -0.646 -0.731
H 1.067 -1.754 0.530
H 0.790 0.048 0.914
H -1.204 -2.391 1.180
H -1.053 -0.775 2.177
H -3.087 -0.033 2.187
H -3.993 0.492 0.637
H -2.254 2.189 2.266
H -1.032 1.523 0.894
H -2.710 4.763 -0.499
H -2.028 4.432 1.184
H 1.135 2.803 0.726
H 0.025 3.794 1.707
K 0.013 0.073 2.807
Br -3.876 1.655 -2.888
C 2.216 7.453 2.731
O 1.188 7.960 2.257
O 2.269 6.323 3.286
O 3.355 7.990 2.726
C 0.854 -5.796 1.723
C 1.192 -4.402 1.230
O 1.326 -3.513 2.334
H -0.076 -5.785 2.299
H 0.743 -6.493 0.885
H 1.636 -6.171 2.389
H 0.396 -4.023 0.582
H 2.127 -4.403 0.663
H 2.040 -3.851 2.903
Li -0.426 7.874 -1.323
C 3.399 -5.353 -2.949
S 1.608 -5.359 -2.732
O 1.309 -4.793 -1.378
C 1.445 -7.157 -2.611
H 3.735 -4.317 -3.010
H 3.879 -5.841 -2.098
H 3.656 -5.871 -3.874
H 2.046 -7.532 -1.781
H 1.768 -7.617 -3.546
H 0.394 -7.399 -2.434
K -6.267 1.300 -2.259
Cl 1.782 -3.099 4.624
Li -1.003 -6.261 -1.997
K -2.874 4.696 2.714

=====

No. 2
53
Properties=species:S:1:pos:R:3 method="wB97M-V/def2-TZVPD" total_charge=-1 e_homo_ev=-1.86 gap_ev=3.7381 spin_multiplicity=1
C -3.587 -3.878 0.026
C -2.457 -4.358 -0.690
N -1.189 -3.711 -0.715
C -0.751 -3.407 0.662
C -1.137 -1.864 0.986
C 0.149 -1.034 1.427
P -0.079 -0.121 3.075
O -1.504 0.457 3.031
O 1.104 1.081 3.100
C 1.204 1.731 4.384
C 0.096 2.863 4.614
O 0.010 -1.171 4.393
C -0.942 -2.247 4.292
C -1.175 -3.005 5.671
H -3.654 -2.791 0.280
H -4.400 -4.556 0.399
H -2.617 -5.344 -1.226
H 0.382 -3.497 0.692
H -1.219 -4.106 1.431
H -1.514 -1.424 0.017
H -1.979 -1.854 1.727
H 1.080 -1.662 1.542
H 0.281 -0.201 0.670
H 1.275 1.022 5.258
H 2.195 2.286 4.373
H -0.816 2.704 3.978
H 0.536 3.867 4.325
H -0.175 2.832 5.712
H -0.551 -3.023 3.561
H -1.947 -1.937 3.887
H -1.305 -4.097 5.397
H -2.121 -2.697 6.194
H -0.296 -2.950 6.367
C 0.907 2.180 -2.330
C -0.081 3.271 -2.053
O -1.324 2.647 -2.304
C -1.137 1.322 -2.025
O -2.017 0.542 -1.865
O 0.185 1.012 -1.946
F 0.070 4.306 -2.924
H 1.172 2.111 -3.385
H 1.820 2.286 -1.746
H -0.061 3.649 -1.026
C 2.684 3.001 -7.380
C 2.685 1.507 -7.269
O 3.215 1.286 -5.976
C 2.866 2.377 -5.242
O 2.904 2.425 -4.052
O 2.458 3.405 -6.034
F 3.517 0.948 -8.182
H 3.644 3.397 -7.722
H 1.897 3.371 -8.038
H 1.695 1.049 -7.343

=====

No. 3
51
Properties=species:S:1:pos:R:3 method="wB97M-V/def2-TZVPD" s2=0.75 e_homo_ev="-8.16 / -9.53" gap_ev="8.4500 / 9.8212" spin_multiplicity=2
C 3.578 -0.507 0.469
C 2.437 0.482 0.188
C 1.074 -0.119 0.569
I 0.768 0.140 2.695
C -0.178 0.168 -0.322
C -0.762 1.613 -0.265
F -1.615 1.769 -1.328
F -1.493 1.804 0.871
C 0.145 2.877 -0.343
F 0.858 3.050 0.772
F -0.610 3.953 -0.504
F 0.998 2.818 -1.378
C -1.281 -0.816 0.138
C -2.513 -1.028 -0.762
C -3.670 -0.031 -0.483
C -3.029 -2.453 -0.496
N -2.132 -0.898 -2.194
O -3.013 -1.289 -3.028
C -0.725 -1.057 -2.622
C -0.629 -0.606 -4.090
C -0.309 -2.536 -2.542
C 0.226 -0.169 -1.780
H 4.534 0.020 0.537
H 3.415 -0.991 1.437
H 3.645 -1.269 -0.312
H 2.628 1.394 0.756
H 2.444 0.768 -0.865
H 1.181 -1.207 0.510
H -1.641 -0.538 1.129
H -0.777 -1.784 0.251
H -3.817 0.633 -1.337
H -4.610 -0.573 -0.336
H -3.484 0.567 0.408
H -3.934 -2.644 -1.073
H -3.278 -2.526 0.570
H -2.273 -3.211 -0.712
H -1.277 0.257 -4.265
H 0.403 -0.327 -4.324
H -0.928 -1.409 -4.769
H -0.177 -2.893 -1.518
H 0.632 -2.659 -3.092
H -1.066 -3.156 -3.035
H 1.191 -0.689 -1.774
H 0.397 0.760 -2.326
C 2.549 2.682 5.688
N 2.802 1.236 5.938
O 1.842 0.512 6.090
O 3.959 0.881 5.962
H 1.478 2.845 5.692
H 3.046 3.236 6.478
H 2.989 2.921 4.725

=====

No. 4
55
Properties=species:S:1:pos:R:3 method="wB97M-V/def2-TZVPD" e_homo_ev=-8.48 gap_ev=8.7128 spin_multiplicity=1 de_lowest_kj_mol=35.1
Ir -0.357 -0.525 0.166
N -2.023 -0.024 -4.069
C -2.029 -0.749 -2.804
C -3.242 -0.505 -1.898
C -3.219 -1.280 -0.570
N -2.387 -0.640 0.488
C -2.778 -2.725 -0.773
C -1.541 -2.883 -1.654
N -0.323 -2.315 -1.006
C -1.781 -2.231 -3.010
H -2.252 0.953 -3.921
H -2.702 -0.399 -4.723
H 0.528 0.380 -3.361
H -1.167 -0.384 -2.267
H -4.147 -0.815 -2.432
H -3.341 0.568 -1.706
H -4.240 -1.293 -0.179
H -2.563 -1.113 1.381
H -2.656 0.336 0.618
H -3.590 -3.248 -1.286
H -2.632 -3.224 0.184
H -1.365 -3.953 -1.790
H 0.439 -2.288 -1.682
H -0.054 -2.980 -0.277
H -2.636 -2.717 -3.492
H -0.919 -2.370 -3.668
O 1.320 0.786 -2.968
S 1.102 1.140 -1.441
O 1.803 2.346 -1.222
O -0.374 1.141 -1.244
O 1.590 -0.046 -0.643
C 2.236 -4.807 7.244
C 1.508 -4.304 6.029
C 2.004 -4.537 4.748
C 1.337 -4.065 3.631
C 0.159 -3.352 3.797
C -0.357 -3.107 5.061
C 0.322 -3.587 6.168
S -0.680 -2.744 2.373
O -0.751 -3.810 1.386
O -1.963 -2.223 2.815
N 0.298 -1.631 1.760
C 0.861 -0.626 2.686
C 0.102 0.702 2.664
O 0.050 1.427 3.627
O -0.441 0.980 1.497
H 3.108 -5.397 6.968
H 1.584 -5.429 7.858
H 2.572 -3.974 7.865
H 2.924 -5.095 4.626
H 1.720 -4.248 2.635
H -1.275 -2.545 5.163
H -0.075 -3.399 7.159
H 1.874 -0.404 2.340
H 0.934 -0.986 3.710

=====

No. 5
43
Properties=species:S:1:pos:R:3 method="wB97M-V/def2-TZVPD" total_charge=+1 e_homo_ev=-11.44 gap_ev=8.9822 spin_multiplicity=1 smiles=CCOc1ccc(CNCC[NH+]2CCCC2)cc1 de_lowest_kj_mol=1112.0
C -5.840 -0.711 -1.446
C -5.631 -0.803 -0.015
H -5.855 0.262 0.427
H -6.434 -1.569 0.342
O -4.492 -1.442 0.268
C -3.510 -0.527 0.509
C -3.541 0.785 0.287
C -2.308 1.672 0.103
C -1.158 1.102 0.573
C -1.071 -0.321 0.992
C -2.319 -0.823 0.918
H -2.378 -1.970 1.065
H -0.183 -0.924 1.254
C 0.187 1.964 0.783
N 0.985 1.556 -0.560
H 0.414 1.801 -1.143
C 2.379 1.966 -0.357
H 2.370 3.027 0.205
H 2.786 2.397 -1.498
C 3.208 1.118 0.399
N 2.625 -0.242 -0.191
C 3.194 -0.748 -1.130
C 4.502 -1.518 -0.680
H 5.376 -1.034 -0.692
H 4.610 -2.410 -1.500
C 4.278 -1.812 0.748
H 4.268 -3.063 1.051
H 4.926 -1.109 1.347
C 2.693 -1.333 1.030
H 2.074 -2.109 0.751
H 2.578 -0.800 1.865
H 2.560 -1.538 -1.885
H 3.628 -0.037 -1.984
H 1.626 -0.002 -0.333
H 3.144 1.115 1.368
H 4.321 1.367 0.019
H -0.032 2.954 0.632
H 0.731 1.617 1.904
H -2.326 2.744 -0.018
H -4.464 1.534 -0.121
H -5.606 -1.762 -1.808
H -7.036 -0.335 -1.568
H -5.281 -0.037 -1.909

=====

No. 6
45
Properties=species:S:1:pos:R:3 method="wB97M-V/def2-TZVPD" e_homo_ev=-8.33 gap_ev=9.0273 spin_multiplicity=1 smiles="C=CCCCCCCCCc1nc(SCC(C)=O)n[nH]1" de_lowest_kj_mol=58.7
C 0.684 5.482 -4.069
C 0.947 4.319 -3.503
C 1.677 3.201 -4.178
H 2.144 3.575 -5.092
C 0.750 2.037 -4.555
C 0.023 1.390 -3.375
C 0.964 0.768 -2.345
H 1.652 0.086 -2.850
C 0.197 0.005 -1.267
C 1.137 -0.594 -0.223
C 0.406 -1.260 0.942
H 1.127 -1.516 1.720
H -0.316 -0.564 1.371
C -0.327 -2.537 0.537
C -0.957 -3.197 1.708
N -0.875 -2.829 2.967
C -1.630 -3.748 3.623
N -2.158 -4.663 2.841
N -1.723 -4.304 1.617
H -1.996 -4.838 0.809
S -1.875 -3.697 5.334
C -1.014 -2.120 5.640
C -1.549 -0.998 4.767
O -2.688 -0.938 4.394
C -0.514 0.056 4.471
H -0.975 0.899 3.964
H -0.047 0.389 5.395
H 0.251 -0.378 3.834
H -1.210 -1.884 6.688
H 0.054 -2.264 5.489
H 0.374 -3.238 0.071
H -1.108 -2.313 -0.195
H 1.766 0.204 0.178
H 1.797 -1.321 -0.702
H -0.387 -0.786 -1.741
H -0.502 0.684 -0.773
H 1.559 1.549 -1.869
H -0.632 0.607 -3.770
H -0.614 2.129 -2.887
H 1.344 1.275 -5.066
H 0.003 2.406 -5.261
H 2.469 2.835 -3.521
H 0.622 4.126 -2.490
H 0.149 6.262 -3.554
H 0.999 5.706 -5.075

=====

No. 7
44
Properties=species:S:1:pos:R:3 method="wB97M-V/def2-TZVPD" e_homo_ev=-8.40 gap_ev=9.2336 spin_multiplicity=1 smiles=CN(C[C@H](O)COCc1cccs1)C1CCCCC1 de_lowest_kj_mol=164.2
C -0.989 -1.028 -0.909
N -1.636 0.034 -0.166
C -0.875 0.434 1.011
H -0.016 -0.221 1.175
C -0.357 1.873 0.827
O -1.417 2.751 0.549
H -1.932 2.333 -0.156
C 0.687 1.947 -0.298
O 1.715 1.022 -0.043
C 2.760 1.070 -0.982
C 3.775 0.047 -0.600
C 4.665 -0.617 -1.385
C 5.482 -1.507 -0.651
C 5.191 -1.504 0.673
S 3.915 -0.414 1.058
H 5.645 -2.079 1.455
H 6.246 -2.119 -1.097
H 4.738 -0.476 -2.448
H 3.216 2.078 -0.990
H 2.386 0.870 -2.000
H 1.091 2.970 -0.350
H 0.198 1.724 -1.259
H 0.100 2.218 1.760
H -1.498 0.413 1.910
C -3.065 -0.149 0.075
C -3.872 0.038 -1.214
C -5.365 0.047 -0.895
C -5.772 -1.256 -0.214
C -4.949 -1.483 1.050
C -3.458 -1.484 0.724
H -3.243 -2.306 0.037
H -2.874 -1.640 1.634
H -5.228 -2.433 1.511
H -5.162 -0.688 1.769
H -6.835 -1.229 0.035
H -5.612 -2.089 -0.903
H -5.939 0.182 -1.814
H -5.590 0.888 -0.234
H -3.664 -0.777 -1.909
H -3.582 0.974 -1.697
H -3.360 0.656 0.760
H 0.026 -0.718 -1.147
H -0.930 -1.975 -0.354
H -1.524 -1.200 -1.842

=====

No. 8
57
Properties=species:S:1:pos:R:3 method="wB97M-V/def2-TZVPD" e_homo_ev=-10.11 gap_ev=9.6421 spin_multiplicity=1 smiles="C[C@@H](O)CBCCCCS(=O)(=O)Cl.CCOC(=O)C(F)(F)F.CCOC(=O)C(F)(F)F"
C -3.444 1.448 -1.602
C -3.285 1.016 -0.115
O -3.883 2.073 0.678
C -4.044 -0.285 0.270
B -3.503 -1.642 -0.392
C -2.690 -1.776 -1.766
C -3.739 -1.783 -2.936
C -3.069 -1.926 -4.357
C -3.803 -0.973 -5.369
S -5.604 -1.290 -5.471
O -6.070 -0.753 -6.772
O -5.783 -2.751 -5.338
Cl -6.661 -0.289 -4.010
H -4.479 1.334 -1.982
H -3.122 2.508 -1.708
H -2.778 0.877 -2.282
H -2.224 0.992 0.194
H -4.115 2.800 0.103
H -3.912 -0.404 1.371
H -5.132 -0.159 0.093
H -3.773 -2.657 0.181
H -1.882 -1.033 -1.910
H -2.192 -2.774 -1.773
H -4.495 -2.582 -2.818
H -4.223 -0.786 -2.923
H -1.995 -1.659 -4.288
H -3.157 -2.969 -4.698
H -3.539 0.085 -5.205
H -3.416 -1.244 -6.373
C 2.256 4.194 2.405
C 3.077 2.944 2.165
O 2.313 1.760 2.458
C 1.469 1.365 1.508
O 1.305 1.913 0.462
C 0.772 0.078 1.934
F 0.325 0.136 3.188
F 1.606 -0.965 1.868
F -0.274 -0.206 1.165
H 1.857 4.200 3.421
H 2.864 5.086 2.257
H 1.403 4.241 1.726
H 3.933 2.928 2.839
H 3.466 2.905 1.147
C 4.863 -1.715 1.450
C 4.601 -1.319 2.889
O 5.809 -1.369 3.667
C 6.615 -0.318 3.542
O 6.406 0.628 2.847
C 7.829 -0.479 4.451
F 8.361 -1.700 4.362
F 7.501 -0.285 5.731
F 8.789 0.389 4.154
H 5.342 -2.695 1.405
H 3.932 -1.750 0.886
H 5.536 -1.008 0.963
H 3.912 -2.027 3.347
H 4.144 -0.331 2.959

=====

No. 9
53
Properties=species:S:1:pos:R:3 method="wB97M-V/def2-TZVPD" total_charge=+2 e_homo_ev=-15.62 gap_ev=8.3401 spin_multiplicity=1
Zr 1.096 -0.274 0.276
N 1.494 -0.368 -1.982
C 1.876 0.954 -2.549
C 1.007 2.030 -1.917
N 1.003 1.968 -0.417
C 2.006 2.849 0.243
C 3.378 2.212 0.189
N 3.250 0.784 0.585
H 2.176 -1.080 -2.235
H 0.608 -0.668 -2.386
H 1.737 0.988 -3.627
H 2.932 1.114 -2.355
H -0.023 1.883 -2.238
H 1.326 3.016 -2.254
H 0.084 2.301 -0.137
H 1.695 2.972 1.281
H 2.019 3.837 -0.217
H 4.062 2.751 0.841
H 3.794 2.264 -0.813
H 3.488 0.682 1.569
H 3.936 0.208 0.103
F -0.093 -2.384 1.357
B -0.295 -3.154 0.271
F 2.347 -1.702 0.460
F -1.056 -4.200 0.301
F 0.358 -2.752 -0.819
C -4.846 -0.946 -1.439
Si -3.208 -1.033 -2.276
C -3.048 0.160 -3.684
C -2.730 -2.752 -2.794
C -1.874 -0.527 -1.038
C -1.012 -0.195 -0.228
H -5.617 -1.317 -2.119
H -5.098 0.082 -1.171
H -4.874 -1.556 -0.533
H -3.835 -0.039 -4.418
H -2.090 0.055 -4.200
H -3.160 1.197 -3.356
H -3.418 -3.115 -3.563
H -2.776 -3.458 -1.959
H -1.722 -2.782 -3.218
N -0.329 -0.231 7.697
C -0.074 -0.154 6.580
C 0.246 -0.054 5.182
C 1.290 -0.804 4.644
C 1.566 -0.670 3.305
N 0.859 0.143 2.488
C -0.159 0.851 3.019
C -0.487 0.790 4.352
H 1.872 -1.474 5.260
H 2.364 -1.247 2.855
H -0.737 1.465 2.342
H -1.309 1.377 4.741

=====

| no. | E (Eh) |
| --- | --- |
| 1 | -7084.60307 |
| 2 | -1859.52996 |
| 3 | -1718.67677 |
| 4 | -2308.32877 |
| 5 | -770.61925 |
| 6 | -1224.24642 |
| 7 | -1189.96055 |
| 8 | -2596.24110 |
| 9 | -1621.59357 |